98
Properties=species:S:1:pos:R:3 method="wB97M-V/def2-TZVPD" molar_mass_g_mol=1071.9 total_charge=+1 homo_lumo_gap_ha=0.264 multiplicity=1
C 2.783 -0.244 -3.574
C 1.991 1.026 -3.222
C 0.872 0.655 -2.257
O 0.898 -0.383 -1.636
O -0.185 1.508 -2.013
C -0.671 2.199 -3.153
C -1.250 1.284 -4.228
N -2.682 0.958 -3.968
C -2.942 0.277 -2.869
C -4.252 -0.068 -2.615
C -5.153 0.332 -3.536
C -4.780 1.077 -4.647
N -3.530 1.391 -4.862
H 3.636 0.040 -4.188
H 3.182 -0.733 -2.693
H 2.170 -0.926 -4.159
H 2.703 1.706 -2.762
H 1.605 1.412 -4.165
H 0.053 2.868 -3.607
H -1.477 2.845 -2.802
H -0.732 0.330 -4.330
H -1.156 1.794 -5.180
H -2.139 -0.015 -2.210
H -4.518 -0.628 -1.723
H -6.197 0.082 -3.422
H -5.542 1.386 -5.343
Cl -4.032 -1.060 0.387
C -4.826 -1.818 1.798
C -5.544 -3.085 1.417
Cl -6.965 -2.761 0.389
H -5.501 -1.086 2.233
H -4.042 -2.037 2.521
H -5.904 -3.583 2.315
H -4.890 -3.769 0.882
Cl 0.290 -1.817 3.309
C 0.880 -2.553 1.795
C -0.111 -2.402 0.672
Cl -1.577 -3.384 0.942
H 1.103 -3.599 1.994
H 1.809 -2.048 1.536
H 0.333 -2.744 -0.260
H -0.416 -1.367 0.546
Cl 4.108 -4.156 5.188
C 3.501 -2.889 6.287
C 3.225 -1.605 5.554
Cl 4.721 -0.814 4.977
H 4.229 -2.753 7.083
H 2.579 -3.264 6.726
H 2.735 -0.897 6.218
H 2.584 -1.782 4.695
Cl -2.011 6.260 -3.555
C -0.380 6.081 -2.859
C 0.709 6.395 -3.852
Cl 0.784 5.190 -5.166
H -0.293 5.064 -2.484
H -0.313 6.764 -2.014
H 1.674 6.386 -3.347
H 0.573 7.371 -4.310
Cl -0.297 3.154 -7.901
C -2.069 2.938 -7.864
C -2.524 1.828 -8.778
Cl -2.300 2.237 -10.493
H -2.526 3.888 -8.131
H -2.344 2.704 -6.838
H -3.588 1.646 -8.630
H -1.986 0.903 -8.580
Cl -8.043 7.792 -3.565
C -6.411 7.645 -2.870
C -5.332 7.963 -3.874
Cl -5.227 6.731 -5.161
H -6.303 6.637 -2.477
H -6.354 8.347 -2.039
H -4.364 7.987 -3.377
H -5.499 8.927 -4.348
Cl 1.525 -5.900 3.636
C 2.168 -7.376 4.404
C 1.810 -8.620 3.634
Cl 0.066 -8.978 3.705
H 1.790 -7.414 5.422
H 3.251 -7.266 4.445
H 2.328 -9.476 4.063
H 2.093 -8.536 2.588
Cl 8.507 -5.438 8.125
C 8.648 -5.818 6.390
C 7.302 -5.904 5.718
Cl 6.368 -7.322 6.264
H 9.202 -6.748 6.294
H 9.233 -5.020 5.936
H 7.434 -6.007 4.642
H 6.704 -5.017 5.906
Cl 3.734 2.691 9.590
C 3.851 2.253 7.868
C 2.497 2.164 7.212
Cl 1.548 0.777 7.814
H 4.391 1.312 7.795
H 4.442 3.028 7.382
H 2.619 2.023 6.139
H 1.912 3.065 7.377